ORCA calculation (ωB97M-V/def2-TZVPD) on a structure of composition C13H22O11Pd2.

```
48
Properties=species:S:1:pos:R:3
Pd -1.34912 2.07807 -1.70489
Pd -2.17797 3.54070 1.32161
C -1.66752 0.04930 2.41646
C -0.92734 0.37886 1.18688
O -1.25281 1.60272 0.51555
H -2.64166 0.52964 2.32475
H -1.11155 0.51098 3.23246
H -1.99958 -0.98161 2.53923
H -1.04466 -0.41019 0.44408
H 0.08689 0.58428 1.52928
C 0.00640 6.24753 -0.21750
C -0.58258 5.21971 -1.28754
O -1.57216 4.24058 -0.77164
H -0.78759 6.67971 0.39150
H 0.63941 7.05377 -0.58817
H 0.74688 5.66044 0.32575
H 0.27028 4.69997 -1.72411
H -0.99718 5.89627 -2.03485
C 0.15196 -3.84379 -2.56750
C 1.30770 -3.20621 -3.26838
O 1.00211 -1.86373 -2.91366
C -0.23804 -1.69400 -2.51292
O -0.72441 -0.56098 -2.48711
O -0.78102 -2.92916 -2.36195
H 0.39812 -4.26313 -1.59197
H -0.31327 -4.65216 -3.13159
H 1.30630 -3.25691 -4.35720
H 2.17933 -3.63063 -2.77015
C -2.07162 -3.40439 1.78463
C -1.73201 -4.30353 0.60689
O -1.46403 -5.54102 1.25606
C -1.48456 -5.42919 2.60423
O -1.33446 -6.41480 3.37956
O -1.64722 -4.13561 2.92582
H -3.13058 -3.17998 1.65686
H -1.57929 -2.46689 1.52615
H -0.77904 -4.02317 0.15817
H -2.57164 -4.35479 -0.08628
C 3.19302 1.31099 1.12861
C 3.55211 2.70236 0.73574
O 2.83267 2.88133 -0.51186
C 2.07701 1.82711 -0.75948
O 1.20767 1.74982 -1.72242
O 2.15540 0.89054 0.18518
H 2.91488 1.25631 2.18111
H 4.07222 0.70701 0.90427
H 4.63077 2.81759 0.62934
H 3.23166 3.43027 1.48109
```

Properties
net charge = +2
spin multiplicity = 5
<S²> = 6.0203
Kohn-Sham gap (spin up / spin down) = 6.810 / 4.101 eV

Atomic partial charges in e from the natural (NBO) method, atoms 1 to 6: 1.14 0.93 -0.66 -0.13 -0.45 0.23

***

ORCA calculation (ωB97M-V/def2-TZVPD) on a structure of composition C3H2Li2O3Pt.

```
11
Properties=species:S:1:pos:R:3
C 1.60809 0.15918 -0.00394
C 0.28944 0.71330 -0.16073
O 2.65362 -0.29803 0.09140
H 0.22746 1.17118 -1.15002
H 0.15388 1.51813 0.56380
Pt 1.16650 -1.80792 1.39003
Li 2.89297 -1.83010 1.00959
O -0.83819 -0.26276 0.08024
C -1.91286 -0.21946 -0.63698
O -2.55840 0.42123 -1.33683
Li -3.68251 0.43524 0.15344
```

Properties
net charge = +1
spin multiplicity = 4
<S²> = 3.7597
Kohn-Sham gap (spin up / spin down) = 5.086 / 5.513 eV

Atomic partial charges in e from the natural (NBO) method, atoms 1 to 6: 0.53 -0.28 -0.54 0.26 0.26 -0.61

***

ORCA calculation (ωB97M-V/def2-TZVPD) on a structure of composition C28H49BaBrGeNO5Si3.

```
89
Properties=species:S:1:pos:R:3
Ba 1.08946 0.66535 0.15051
C 4.18763 1.08524 3.53884
C 3.45865 -0.13807 3.01387
C 4.06938 -1.43920 3.50895
O 2.07014 -0.09843 3.40911
C 3.30192 -0.10622 1.47478
O 3.53097 0.96088 0.86732
O 2.73126 -1.09978 0.94808
H 4.22722 1.05555 4.63088
H 3.67818 1.99154 3.21832
H 5.20805 1.11483 3.15657
H 4.01436 -1.48689 4.59870
H 5.11915 -1.50553 3.21535
H 3.52750 -2.28083 3.08232
H 2.02877 0.03987 4.36145
C -3.37550 -2.78884 1.87321
Si -2.23503 -1.44787 1.21476
C -1.72532 -0.35304 2.65731
C -3.15436 -0.41754 -0.05548
Ge -0.30649 -2.51259 0.26477
Si -0.58622 -3.35628 -1.95680
C 1.02433 -4.10597 -2.56929
C -1.91884 -4.68688 -1.95129
C -1.12364 -2.01027 -3.15368
Si 0.76279 -4.06458 1.73093
C -0.22508 -5.67009 1.73929
C 2.50505 -4.44576 1.15026
C 0.77908 -3.37165 3.47531
H -4.29303 -2.35347 2.27684
H -2.89220 -3.35461 2.67314
H -3.65381 -3.48809 1.08136
H -2.60438 0.11110 3.11089
H -1.06275 0.46374 2.35440
H -1.21479 -0.93489 3.42838
H -3.95342 0.14673 0.43247
H -3.61722 -1.05223 -0.81455
H -2.49389 0.30050 -0.55177
H 1.24435 -5.04349 -2.05364
H 1.86069 -3.42389 -2.39774
H 0.97387 -4.31703 -3.63987
H -1.68902 -5.48897 -1.24707
H -2.02751 -5.12682 -2.94563
H -2.88464 -4.25661 -1.67439
H -0.33636 -1.26018 -3.28244
H -2.02363 -1.49917 -2.80650
H -1.33398 -2.43986 -4.13600
H -0.14113 -6.18864 0.78123
H -1.28382 -5.49399 1.94194
H 0.15776 -6.34113 2.51253
H 2.49308 -5.10452 0.27907
H 3.07060 -4.95094 1.93772
H 3.02323 -3.52230 0.88871
H -0.22694 -3.36050 3.90292
H 1.17349 -2.35336 3.47540
H 1.40690 -3.98561 4.12666
Br 2.84540 0.36131 -7.11875
C 2.43033 0.51154 -5.28090
C 1.17591 0.94387 -4.89161
C 0.91673 1.03422 -3.53360
N 1.82078 0.72016 -2.60359
C 3.02454 0.30256 -2.99817
C 3.38036 0.18380 -4.33133
H 0.41892 1.20142 -5.61790
H -0.04934 1.36063 -3.16464
H 3.73083 0.05732 -2.21260
H 4.36576 -0.15553 -4.61531
C -3.49107 7.93669 -0.88758
C -2.75795 6.63574 -0.68351
C -3.08285 5.78702 0.36594
C -2.41806 4.58251 0.56054
C -2.77478 3.68420 1.71757
C -1.41741 4.21563 -0.33934
C -1.07918 5.04619 -1.40975
C -0.00012 4.65109 -2.38583
C -1.74839 6.25387 -1.55778
C -0.68714 2.91105 -0.13376
O -0.82814 1.99150 -0.98705
O 0.03119 2.79209 0.89347
H -4.04669 8.22021 0.00552
H -4.20251 7.85629 -1.71212
H -2.79521 8.74036 -1.13063
H -3.86786 6.07407 1.05785
H -3.65559 4.05310 2.24147
H -1.94347 3.62449 2.42042
H -2.97983 2.66796 1.37240
H 0.87398 4.24931 -1.86967
H 0.31546 5.50638 -2.98238
H -0.36583 3.87728 -3.06051
H -1.47369 6.91293 -2.37529
```

Properties
net charge = 0
spin multiplicity = 2
<S²> = 0.7527
Kohn-Sham gap (spin up / spin down) = 7.581 / 7.366 eV

Atomic partial charges in e from the Mulliken method, atoms 1 to 6: 1.43 -1.76 2.32 -1.48 -0.43 -0.71

***

| no. | total energy (Ha) | maximum force (eV/Å) |
| --- | --- | --- |
| 1 | -1591.0522 | 6.362 |
| 2 | -475.0531 | 7.100 |
| 3 | -7072.4299 | 0.935 |